Formula: C34H55F4N3O21PS
Source: OMol25
Level of theory: ωB97M-V with the def2-TZVPD basis set

Last column: Löwdin charge in e.
Positions of all 119 atoms, in Å:
C (1.71965, 0.27149, -1.64652)  -0.21
C (2.20313, 5.44194, -0.76244)  -0.46
H (-2.87295, -3.56499, -8.10549)  0.07
H (1.37272, -3.92922, -7.92287)  0.11
H (2.97671, 3.56646, 0.16699)  0.12
C (4.82028, 9.81475, 7.48964)  -0.08
C (0.95292, 1.55742, -1.08706)  -0.21
H (1.30553, -6.57321, -3.26308)  -0.01
H (0.84068, 3.48393, -2.25677)  0.11
C (-3.89167, -3.81193, -7.66693)  -0.07
H (-5.12682, -8.99503, -1.36027)  0.08
C (0.22190, -2.71849, -3.77092)  -0.30
H (-4.58650, -2.93085, -7.93170)  0.08
H (-6.69774, -14.91164, -0.37191)  0.14
H (-1.05236, -1.03309, -2.91582)  0.12
C (-4.37600, -8.10345, -3.35341)  -0.11
C (2.01830, 3.87528, -0.36003)  -0.27
O (8.15377, 9.77209, 8.08763)  0.17
H (1.56342, 5.63073, -1.69605)  0.08
F (0.19293, 11.89864, 11.25207)  0.07
C (1.41730, 10.36319, 6.36199)  -0.51
H (-4.29986, -4.72802, -8.22636)  0.08
O (6.06935, 10.48821, 7.58569)  0.08
H (0.59440, 0.62600, -3.54047)  0.11
H (-4.24348, -3.12416, -5.54343)  0.14
O (-6.02349, -11.83346, -1.01129)  0.13
C (-5.28890, -9.10298, -2.47960)  -0.11
C (4.25381, -5.29643, -2.90579)  -0.36
O (-6.82395, -11.71186, -3.12226)  0.16
C (1.61871, 2.95110, -1.59960)  -0.20
H (3.99978, 10.46357, 7.79484)  0.12
C (0.07262, 9.85229, 10.09719)  -0.08
H (4.80508, 9.85383, 2.45871)  0.14
C (1.59184, 10.77475, 4.17336)  -0.06
H (-0.21862, 10.47454, 9.24777)  0.14
C (0.87430, -2.48460, -5.22259)  -0.11
O (-0.32451, -5.12728, -3.81437)  -0.28
H (-3.78325, -8.72091, -4.10317)  0.12
H (-2.39963, -5.49915, -5.21990)  0.13
H (5.17022, -5.32303, -2.19867)  0.09
C (-6.53981, -12.35635, -2.15868)  -0.53
H (2.00345, -2.35250, -5.03858)  0.13
H (-6.38167, -8.85569, -2.68413)  0.08
F (-0.33216, 9.52833, 3.66056)  0.09
F (4.31002, 7.57582, 7.99702)  0.08
H (2.81772, 0.53950, -1.84878)  0.10
C (2.46231, 7.89805, 1.01140)  -0.53
H (2.87142, -6.13242, -1.30305)  0.07
H (-7.12351, -12.68610, 0.50286)  0.18
H (-5.23204, -5.44640, -6.45231)  0.07
H (-5.10160, -14.44992, -0.99813)  0.15
C (-6.12514, -14.10390, -0.82978)  -0.07
H (-1.66079, -4.34099, -6.46200)  0.11
C (-0.03755, 10.57132, 11.40436)  -0.32
C (-3.28869, -7.31730, -2.45037)  -0.37
P (1.30121, -5.13975, -3.09960)  0.52
C (0.18253, 10.42464, 4.53194)  -0.31
O (1.33979, -3.37625, -3.07019)  -0.35
H (-4.99244, -7.31024, -3.89783)  0.10
O (-1.39282, 10.38773, 11.75979)  0.14
H (0.47345, -1.50719, -5.65379)  0.13
H (1.65377, 11.65331, 3.53041)  0.15
C (-0.95044, -3.85761, -3.65688)  -0.43
H (1.72316, -0.57800, -0.89083)  0.11
H (1.07519, 9.46383, 9.91860)  0.13
H (2.12359, 9.95095, 3.69030)  0.12
H (2.03021, -0.61343, -3.65446)  0.11
C (-2.33681, -4.41456, -5.54781)  -0.13
S (1.44557, 6.42963, 0.61776)  0.90
O (0.73798, -3.60520, -6.11756)  -0.18
O (3.57109, 8.02659, 1.88327)  -0.05
O (-4.71698, -5.14796, -5.67528)  -0.10
H (2.96771, -4.30704, -1.35458)  0.07
H (4.65504, 9.50260, 6.45448)  0.15
F (-5.14475, -12.76401, 0.83584)  0.08
C (-1.75973, 9.20111, 11.19668)  -0.53
N (4.32661, -6.45607, -3.84424)  -0.05
H (2.56222, 2.66817, -2.17763)  0.11
N (3.13117, 10.15368, 0.97050)  0.00
C (1.11538, -0.27855, -3.05673)  -0.18
O (-6.69948, -13.70804, -2.06765)  0.07
C (-2.19730, -5.32468, -1.77568)  -0.17
H (-0.16317, 1.54103, -1.31936)  0.11
C (-3.82886, -4.04764, -6.08698)  -0.32
H (0.60656, 10.17250, 12.19348)  0.18
C (-1.66194, -3.88372, -2.18835)  -0.07
O (-2.05557, -3.46823, -4.50311)  -0.09
H (2.01116, -5.12057, -4.35189)  0.01
C (3.97095, 9.37392, 1.86205)  -0.11
O (6.38922, 8.37430, 8.30322)  0.14
O (-2.97066, -5.99646, -2.80201)  -0.03
O (1.68773, 10.28588, 7.52666)  0.14
H (4.77846, -6.14722, -4.72235)  0.05
H (-2.91618, -5.16059, -0.88578)  0.14
O (-0.86585, 8.79523, 10.25206)  0.08
C (-6.18166, -12.83917, -0.03207)  -0.32
H (0.65293, -5.31438, -1.82225)  0.00
N (2.25260, 9.22588, 0.49305)  -0.03
H (-0.48801, 11.28452, 4.61709)  0.18
H (1.15356, 3.85990, 0.39180)  0.08
O (1.40124, -3.20499, -7.26502)  -0.06
H (0.12872, -1.74348, -1.71689)  0.11
H (-2.49976, -3.09469, -2.26103)  0.12
H (4.35379, -4.33359, -3.50601)  0.10
H (4.76330, 8.87301, 9.46178)  0.18
C (2.91523, -5.23820, -2.03348)  -0.35
H (-5.01561, -10.16453, -2.77892)  0.06
O (0.31750, 9.80041, 5.79485)  0.15
H (4.85381, -7.24218, -3.45085)  0.05
C (0.02514, -1.42550, -2.81797)  -0.11
O (-2.73988, 8.59010, 11.49880)  0.17
H (3.27884, 5.71018, -1.00725)  0.09
O (2.17113, 11.03208, 5.44792)  0.07
H (1.07554, 1.54355, 0.06011)  0.10
O (-2.78496, -7.96559, -1.50697)  0.03
C (5.00889, 8.65744, 8.41789)  -0.32
H (-1.32654, -5.92308, -1.35993)  0.11
H (-0.94559, -3.55132, -1.35682)  0.11
C (6.98144, 9.56366, 7.99821)  -0.54

- HOMO level (eV) = -4.05
- gap between HOMO and LUMO (eV) = 4.849
- net charge = -1
- max |F| (eV/Å) = 6.77
- E_LUMO (Ha) = 0.029


Formula: C34H55NO22P
Source: OMol25
Level of theory: ωB97M-V with the def2-TZVPD basis set

Last column: Löwdin charge in e.
Positions of all 113 atoms, in Å:
C (4.69699, 3.09344, -0.63165)  -0.02
H (5.78943, 1.01938, 1.77223)  0.08
O (-2.42440, 1.61306, -5.75447)  -0.02
O (0.06069, -3.25975, 5.22409)  0.00
H (-0.33933, -2.57544, 10.26763)  0.10
H (0.95324, -2.10073, 1.69561)  0.09
H (1.95255, 6.77112, 0.93941)  0.10
H (2.34560, -3.12925, 2.14277)  0.10
H (-3.92818, 6.34806, -8.56779)  0.06
H (-1.75063, -4.25991, 4.99651)  0.10
C (5.82009, -0.80884, -0.11957)  -0.62
O (1.82670, -4.48799, -4.48875)  -0.28
H (-1.09004, -4.15054, 6.63730)  0.07
H (-0.60728, -2.32347, -0.53479)  0.07
C (-5.01845, 4.63320, -7.88699)  -0.26
H (8.25788, 5.66067, 3.32352)  0.09
H (-5.78971, -0.25250, -5.44176)  0.12
C (5.32431, -1.73791, -2.18759)  -0.04
H (-1.51896, -4.22419, -0.67154)  0.10
H (4.87543, -0.82599, -2.57338)  0.10
C (-4.91273, 6.13005, -8.15872)  -0.12
O (3.57538, 5.60122, 1.50442)  -0.01
H (8.20684, 3.89594, 3.13983)  0.10
O (7.18428, 4.71408, 4.75700)  0.01
P (1.69392, -2.89130, -4.75460)  0.87
H (-5.73072, -2.89802, -2.08839)  0.06
C (-0.56673, -1.36240, -5.06450)  -0.39
H (3.78656, 2.84548, -1.17397)  0.10
H (-1.10185, -7.30120, 12.14730)  0.10
O (-0.16198, -3.61415, -2.54500)  0.06
C (-5.68089, 2.22265, -5.99001)  -0.21
C (2.93070, 6.87128, 1.40566)  -0.05
O (2.34351, -2.27307, -3.36447)  -0.28
H (-5.00513, 6.69294, -7.23197)  0.07
H (-2.69171, -3.60655, 0.45444)  0.11
C (-2.99259, -0.49656, -4.82695)  0.01
O (6.03543, 3.72958, 6.29950)  0.00
H (1.80524, -4.69333, -3.54139)  0.05
H (5.99578, -0.20108, 3.03447)  0.09
O (3.50951, 5.46792, -0.74966)  0.13
C (-2.04646, -6.78505, 11.98732)  -0.04
H (7.30332, 0.07717, 1.87061)  0.10
O (0.02667, -0.60027, -5.74499)  0.15
H (-7.12592, 5.00928, -7.39059)  0.10
H (-4.23883, -3.47963, -1.14486)  0.08
H (6.77891, 4.88183, 2.72292)  0.09
C (-0.68961, -2.92813, -3.39128)  -0.38
O (1.29333, -2.29359, 3.73369)  0.01
H (4.96218, 2.83083, 7.76192)  0.09
H (-6.75152, 3.39069, -7.96803)  0.10
H (-5.82020, 2.18561, -3.88072)  0.10
C (-2.21603, -3.41170, -0.50832)  -0.25
H (-6.43239, 1.56740, -6.43297)  0.11
C (3.79785, 5.01276, 0.32429)  -0.63
O (-0.30823, -4.81316, 11.70491)  0.12
C (0.46666, -3.31244, 3.95225)  -0.62
C (-2.01220, -2.24846, -3.44851)  -0.03
H (-4.17884, 1.97110, -4.46667)  0.10
H (-4.75414, 4.07352, -8.77980)  0.10
O (5.63701, -0.97259, 1.19095)  0.00
H (-5.67816, -1.23155, -1.49589)  0.10
C (-0.84033, -4.30465, 5.59114)  -0.04
C (1.78201, -2.23206, 2.38890)  -0.03
O (-1.99803, -6.00293, 10.79320)  0.00
C (7.62683, 4.77993, 3.39789)  -0.03
H (-4.83469, 2.20061, -6.67480)  0.10
H (6.37278, -1.79516, -2.47566)  0.10
H (5.18113, 2.17884, -0.30514)  0.06
H (0.83632, -3.72031, 9.56828)  0.10
O (6.04800, 2.84066, 4.22311)  0.12
C (-5.61572, -1.86382, -2.37969)  -0.04
O (4.39550, 3.84673, 0.55047)  0.00
C (5.17010, 2.66829, 6.70841)  -0.04
O (-1.12932, -4.39901, 9.64167)  0.00
H (-7.31021, 3.52422, -5.55323)  0.10
H (-6.45631, -1.65815, -3.02633)  0.06
H (-3.19653, -4.46330, -2.11156)  0.12
O (-1.54980, -2.17291, -0.45305)  -0.06
C (-2.81956, 0.46589, -6.00043)  -0.73
C (-6.28675, 3.62144, -5.92091)  -0.22
C (-3.27609, -3.48707, -1.63138)  -0.10
C (6.39007, 3.67724, 5.01555)  -0.62
H (4.79282, -2.58858, -2.59710)  0.08
C (-4.29796, -1.63643, -3.09470)  -0.12
O (5.20507, -1.79977, -0.75876)  0.01
H (-0.33524, -2.90051, 8.52577)  0.08
O (0.14087, -4.13883, 3.14313)  0.13
C (-6.39333, 4.20398, -7.33594)  -0.22
H (-2.28207, -6.16031, 12.84670)  0.10
C (-1.92408, -1.30393, -4.46956)  -0.02
H (-6.23208, 0.02866, -3.79910)  0.08
C (-3.18850, -2.44359, -2.72310)  -0.10
H (1.70549, -1.75520, -2.85846)  0.06
H (5.65765, 1.70371, 6.58037)  0.10
H (5.37848, 3.64568, -1.27532)  0.10
H (2.81081, 7.23464, 2.42252)  0.09
N (-0.03353, -2.62133, -4.60177)  -0.07
H (-0.36873, -5.27927, 5.47927)  0.10
H (-5.71295, 4.28222, -5.27267)  0.11
O (6.44028, 0.08904, -0.63154)  0.11
O (-3.09941, -0.03846, -7.10460)  -0.01
C (-4.20736, -0.66271, -4.11789)  -0.07
H (-5.67143, 6.43741, -8.87480)  0.06
C (6.22317, 0.04867, 2.00274)  -0.04
C (-5.20694, 1.68612, -4.63679)  -0.17
H (-4.27301, 4.34677, -7.14667)  0.10
C (-1.06866, -5.04743, 10.80301)  -0.63
C (-5.42325, 0.16277, -4.50149)  -0.12
H (4.23834, 2.69414, 6.14694)  0.10
H (2.43861, -1.36968, 2.32133)  0.09
H (3.54352, 7.57140, 0.84067)  0.10
C (-0.18067, -3.33799, 9.50785)  -0.03
H (-2.83742, -7.51518, 11.84350)  0.09

- HOMO level (eV) = -4.93
- gap between HOMO and LUMO (eV) = 6.548
- net charge = -1
- max |F| (eV/Å) = 1.81
- E_LUMO (Ha) = 0.060